{
  "formula": "C3H8N2O2S",
  "method": "ωB97M-V/def2-TZVPD",
  "relative_energy_kcal_mol": 89.3,
  "charge": 0,
  "energy_ev": -21146.9714,
  "elements": ["C", "C", "C", "N", "N", "O", "O", "S", "H", "H", "H", "H", "H", "H", "H", "H"],
  "coordinates": [[-2.38, 1.43, -0.02], [-2.77, -0.80, 0.25], [2.56, 0.45, 0.38], [-1.96, 2.43, -0.37], [-0.07, -0.37, -0.03], [0.98, 2.13, -0.26], [-3.12, 0.51, 0.42], [0.74, 0.77, 0.62], [-3.75, -1.45, 0.61], [-2.03, -0.99, 1.09], [-2.36, -1.22, -0.71], [3.15, 1.06, 1.22], [2.69, 1.05, -0.63], [2.93, -0.64, 0.34], [0.25, 2.62, -0.48], [0.25, -0.59, -0.98]]
}



{
  "formula": "C2H16MgN4O6",
  "method": "ωB97M-V/def2-TZVPD",
  "relative_energy_kcal_mol": 202.6,
  "charge": 2,
  "energy_ev": -26007.7739,
  "elements": ["Mg", "C", "O", "N", "N", "H", "H", "H", "H", "C", "O", "N", "N", "H", "H", "H", "H", "O", "H", "H", "O", "H", "H", "O", "H", "H", "O", "H", "H"],
  "coordinates": [[0.18, 0.79, -0.91], [-3.78, 1.20, 2.00], [-2.59, 1.30, 1.67], [-4.24, 0.37, 2.89], [-4.83, 1.59, 1.29], [-3.64, -0.39, 3.19], [-5.22, 0.41, 3.15], [-5.76, 1.47, 1.68], [-4.76, 2.25, 0.53], [3.30, -2.57, 1.07], [2.45, -1.73, 1.00], [4.58, -2.26, 1.05], [3.22, -3.87, 1.25], [4.81, -1.31, 1.29], [5.25, -3.01, 0.93], [2.42, -4.32, 1.68], [4.12, -4.31, 1.38], [2.38, 0.41, -3.27], [2.16, 0.11, -4.15], [3.30, 0.65, -3.32], [-1.49, 2.54, -2.96], [-1.78, 3.45, -2.86], [-1.56, 2.37, -3.89], [2.20, 3.29, 0.20], [2.01, 4.22, 0.33], [3.15, 3.24, 0.16], [-1.67, -1.69, -1.77], [-2.33, -1.80, -2.46], [-1.86, -2.39, -1.15]]
}



{
  "formula": "C4H8O2",
  "method": "ωB97M-V/def2-TZVPD",
  "relative_energy_kcal_mol": 17.8,
  "charge": 0,
  "energy_ev": -8372.5110,
  "elements": ["C", "C", "O", "C", "C", "O", "H", "H", "H", "H", "H", "H", "H", "H"],
  "coordinates": [[-1.79, -0.21, 0.17], [-0.65, 0.72, -0.12], [-0.79, 1.73, -0.78], [0.75, 0.35, 0.37], [1.23, -0.96, -0.27], [1.58, 1.46, 0.18], [-1.92, -0.91, -0.66], [-2.70, 0.39, 0.25], [-1.62, -0.78, 1.08], [0.76, 0.04, 1.42], [0.64, -1.82, 0.11], [2.26, -1.15, 0.03], [1.16, -0.93, -1.36], [1.09, 2.06, -0.42]]
}



{
  "formula": "C4H7N",
  "method": "ωB97M-V/def2-TZVPD",
  "relative_energy_kcal_mol": 47.5,
  "charge": -1,
  "multiplicity": 2,
  "energy_ev": -5747.8473,
  "elements": ["C", "C", "C", "C", "N", "H", "H", "H", "H", "H", "H", "H"],
  "coordinates": [[-0.09, -1.53, -0.01], [-0.29, -0.11, 0.42], [-1.44, 0.53, 0.56], [1.41, 1.30, -0.36], [0.94, 0.53, 0.49], [0.11, -2.02, 0.97], [-1.00, -2.11, -0.32], [0.80, -1.75, -0.86], [-1.37, 1.55, 0.46], [-2.37, 0.09, 0.15], [0.81, 1.71, -1.15], [2.49, 1.82, -0.34]]
}



{
  "formula": "C2H2Br3F",
  "method": "ωB97M-V/def2-TZVPD",
  "relative_energy_kcal_mol": 21.1,
  "charge": 0,
  "energy_ev": -214949.7615,
  "elements": ["C", "C", "F", "Br", "H", "H", "Br", "Br"],
  "coordinates": [[0.29, -0.66, 0.96], [1.02, -0.73, -0.17], [1.03, 0.18, -1.16], [1.97, -2.31, -0.69], [0.62, -1.40, 1.62], [-0.49, 0.16, 1.18], [-2.30, 2.95, 0.12], [-2.14, 1.81, -1.84]]
}



{
  "formula": "C5H16O2S",
  "method": "ωB97M-V/def2-TZVPD",
  "relative_energy_kcal_mol": 15.3,
  "charge": 0,
  "energy_ev": -20374.4698,
  "elements": ["C", "C", "C", "C", "S", "C", "H", "H", "H", "H", "H", "H", "H", "H", "H", "H", "H", "H", "O", "H", "H", "O", "H", "H"],
  "coordinates": [[-0.43, 2.04, 0.60], [0.67, 1.03, 0.23], [1.07, 1.01, -1.28], [-0.07, 1.04, -2.28], [-0.87, -0.53, -2.66], [-1.84, -0.87, -1.19], [-0.08, 3.06, 0.77], [-1.27, 1.99, -0.08], [-0.85, 1.76, 1.56], [0.34, 0.06, 0.56], [1.58, 1.29, 0.77], [1.59, 0.08, -1.45], [1.72, 1.87, -1.44], [-0.82, 1.80, -2.12], [0.31, 1.35, -3.25], [-1.23, -1.22, -0.36], [-2.59, -1.61, -1.42], [-2.40, 0.01, -0.83], [-1.42, -0.70, 2.25], [-0.61, -0.73, 2.76], [-2.12, -0.88, 2.88], [3.24, -3.63, 2.20], [3.52, -3.93, 1.31], [2.57, -4.27, 2.46]]
}



{
  "formula": "C5H6N2O",
  "method": "ωB97M-V/def2-TZVPD",
  "relative_energy_kcal_mol": 66.8,
  "charge": 0,
  "energy_ev": -10306.7050,
  "elements": ["C", "C", "O", "C", "N", "C", "C", "N", "H", "H", "H", "H", "H", "H"],
  "coordinates": [[-2.25, -0.53, 0.81], [-1.99, 0.47, 0.00], [-0.61, 0.96, -0.39], [0.53, 0.26, -0.19], [0.48, -0.90, -0.86], [1.72, 1.00, 0.03], [2.98, 0.23, 0.27], [4.05, -0.32, 0.37], [-3.26, -0.73, 0.94], [-1.40, -0.93, 1.41], [-2.81, 1.09, -0.60], [1.33, -1.44, -0.97], [-0.54, -1.25, -1.10], [1.76, 2.08, 0.26]]
}



{
  "formula": "C4H9O",
  "method": "ωB97M-V/def2-TZVPD",
  "relative_energy_kcal_mol": 37.6,
  "charge": -1,
  "energy_ev": -6339.1369,
  "elements": ["C", "O", "C", "C", "C", "H", "H", "H", "H", "H", "H", "H", "H", "H"],
  "coordinates": [[0.57, -0.19, -0.80], [1.44, -0.72, 0.00], [0.16, 1.39, -0.72], [-0.81, 0.31, -0.31], [-1.26, -0.03, 1.08], [0.50, -0.50, -1.86], [0.20, -2.88, 2.61], [-0.13, 1.89, -1.65], [0.51, 2.04, 0.07], [0.10, -3.37, 2.06], [-1.61, 0.10, -1.02], [-2.17, 0.51, 1.39], [-1.55, -1.08, 1.13], [-0.52, 0.21, 1.85]]
}



{
  "formula": "C8H17ClINO3PSc",
  "method": "ωB97M-V/def2-TZVPD",
  "relative_energy_kcal_mol": 0.0,
  "charge": 2,
  "energy_ev": -66802.9527,
  "elements": ["C", "C", "H", "H", "H", "O", "I", "Sc", "P", "C", "C", "H", "H", "H", "C", "H", "H", "H", "H", "H", "H", "C", "O", "Cl", "C", "C", "N", "O", "H", "H", "H", "H", "H"],
  "coordinates": [[0.84, -1.47, 0.27], [2.34, -1.58, -0.06], [0.28, -2.21, -0.30], [0.47, -0.42, -0.02], [0.63, -1.60, 1.34], [2.83, -1.93, -1.12], [3.29, 0.80, 0.90], [-1.71, 0.00, 0.02], [-0.31, 0.75, -2.08], [1.39, 1.20, -2.55], [-0.74, -0.44, -3.40], [-2.23, 2.24, -2.22], [-1.27, 2.23, -3.75], [-0.70, 3.13, -2.31], [-1.22, 2.23, -2.65], [-1.79, -0.75, -3.29], [-0.59, 0.05, -4.38], [1.38, 1.51, -3.61], [2.06, 0.35, -2.41], [-0.09, -1.32, -3.31], [1.72, 2.04, -1.93], [3.16, -1.31, 1.18], [3.54, -2.05, 2.04], [-3.22, 1.67, 0.32], [-0.25, -0.99, 3.91], [-1.32, -0.31, 3.17], [-2.11, 0.52, 3.84], [-1.53, -0.50, 1.91], [-0.40, -0.77, 4.97], [0.73, -0.62, 3.58], [-0.32, -2.07, 3.73], [-2.97, 0.88, 3.44], [-1.88, 0.74, 4.81]]
}



{
  "formula": "C14H55B2N3O10PdZr",
  "method": "ωB97M-V/def2-TZVPD",
  "charge": 2,
  "multiplicity": 3,
  "energy_ev": -46440.9713,
  "elements": ["Zr", "Pd", "B", "H", "H", "H", "H", "B", "H", "H", "H", "H", "O", "C", "C", "O", "H", "H", "H", "H", "C", "C", "C", "O", "C", "N", "H", "H", "H", "H", "H", "H", "H", "H", "H", "H", "H", "C", "C", "C", "O", "C", "N", "H", "H", "H", "H", "H", "H", "H", "H", "H", "H", "H", "C", "C", "C", "O", "C", "N", "H", "H", "H", "H", "H", "H", "H", "H", "H", "H", "H", "O", "H", "H", "O", "H", "H", "O", "H", "H", "O", "H", "H", "O", "H", "H"],
  "coordinates": [[2.90, 3.34, 1.18], [3.64, -0.45, 2.87], [4.39, 2.97, -0.56], [4.40, 2.34, 0.32], [4.24, 2.46, -1.50], [3.69, 3.78, -0.44], [5.36, 3.43, -0.64], [4.63, 1.87, 3.46], [4.00, 1.56, 4.28], [4.08, 2.46, 2.74], [5.53, 2.34, 3.80], [4.95, 1.03, 2.86], [2.54, 1.05, 1.39], [1.52, 0.64, 0.46], [0.47, 1.78, 0.02], [1.08, 3.09, -0.14], [1.02, -0.28, 0.75], [2.09, 0.24, -0.37], [-0.36, 1.82, 0.72], [-0.02, 1.29, -0.83], [-0.53, -6.26, 2.30], [0.49, -5.71, 1.18], [0.42, -4.11, 1.05], [-0.07, -3.66, -0.21], [-1.12, -2.74, -0.24], [1.84, -6.16, 1.48], [-0.51, -7.35, 2.22], [-1.57, -5.96, 2.17], [-0.37, -5.97, 3.34], [0.16, -6.09, 0.21], [1.42, -3.68, 1.14], [-0.15, -3.74, 1.90], [-1.87, -3.00, 0.51], [-1.46, -2.52, -1.25], [-0.85, -1.74, 0.09], [2.49, -5.65, 0.90], [1.84, -5.64, 2.34], [-4.33, -0.37, 0.95], [-4.27, 0.25, 2.37], [-3.91, 1.79, 2.26], [-3.74, 2.20, 3.60], [-2.33, 2.53, 3.83], [-5.53, 0.12, 3.05], [-4.36, -1.46, 0.94], [-3.49, -0.15, 0.30], [-5.12, 0.14, 0.39], [-3.49, -0.25, 2.94], [-4.81, 2.28, 1.91], [-3.08, 2.08, 1.61], [-2.23, 2.62, 4.91], [-2.07, 3.44, 3.29], [-1.60, 1.78, 3.51], [-5.44, 0.09, 4.06], [-6.02, 0.98, 2.86], [-0.95, -2.35, -4.21], [-1.07, -0.82, -4.40], [-1.30, 0.03, -3.08], [-2.74, 0.25, -2.88], [-3.54, -0.82, -2.57], [0.13, -0.30, -4.93], [-1.87, -2.93, -4.15], [-0.37, -2.59, -3.32], [-0.39, -2.67, -5.10], [-1.87, -0.61, -5.11], [-0.93, 1.06, -3.01], [-1.00, -0.51, -2.19], [-4.59, -0.54, -2.64], [-3.54, -1.27, -1.57], [-3.34, -1.58, -3.33], [0.28, 0.70, -4.89], [0.87, -0.51, -4.28], [4.65, -0.67, -1.55], [4.61, 0.29, -1.47], [5.58, -0.87, -1.44], [2.23, -0.87, -3.22], [2.83, -0.56, -2.54], [2.46, -1.80, -3.33], [2.39, 5.40, 0.51], [1.64, 5.99, 0.51], [3.03, 5.82, -0.07], [1.79, 4.04, -2.76], [1.65, 3.75, -1.86], [1.54, 4.97, -2.76], [-0.86, 5.37, -0.42], [-1.62, 5.06, 0.07], [-0.19, 4.69, -0.28]]
}



{
  "formula": "C2H3Br2FSi",
  "method": "ωB97M-V/def2-TZVPD",
  "relative_energy_kcal_mol": 77.3,
  "charge": 0,
  "energy_ev": -152803.0132,
  "elements": ["F", "Si", "Br", "C", "C", "Br", "H", "H", "H"],
  "coordinates": [[2.52, 1.15, 1.53], [1.53, 0.54, 0.46], [2.90, -0.56, -0.82], [-0.22, 0.43, 0.46], [-1.00, -0.29, -0.56], [-2.87, -1.26, 0.04], [-0.97, 0.82, 1.36], [-1.44, 0.28, -1.35], [-0.45, -1.11, -1.12]]
}



{
  "formula": "C22H33Cl3LuN6PSi",
  "method": "ωB97M-V/def2-TZVPD",
  "relative_energy_kcal_mol": 19.1,
  "charge": 2,
  "energy_ev": -120635.3601,
  "elements": ["Lu", "C", "N", "C", "C", "C", "C", "C", "C", "C", "N", "C", "C", "C", "C", "C", "C", "N", "C", "C", "H", "H", "H", "H", "H", "H", "H", "H", "H", "H", "H", "H", "H", "H", "H", "H", "H", "H", "H", "H", "Cl", "Si", "Cl", "Cl", "C", "N", "C", "N", "C", "N", "C", "P", "C", "C", "H", "H", "H", "H", "H", "H", "H", "H", "H", "H", "H", "H", "H"],
  "coordinates": [[1.45, 0.04, 0.14], [1.45, -1.70, -2.44], [0.98, -1.85, -1.04], [-0.46, -2.22, -1.04], [1.69, -2.90, -0.28], [2.12, -4.05, -0.93], [2.65, -5.10, -0.21], [2.72, -4.99, 1.17], [2.30, -3.84, 1.82], [1.80, -2.74, 1.12], [1.42, -1.48, 1.62], [1.56, -0.98, 2.94], [1.85, -1.70, 4.10], [2.01, -1.07, 5.33], [1.86, 0.30, 5.47], [1.51, 1.02, 4.35], [1.36, 0.41, 3.12], [0.83, 1.21, 1.99], [-0.64, 1.30, 2.16], [1.40, 2.59, 1.93], [1.14, -2.54, -3.07], [2.54, -1.64, -2.45], [1.05, -0.79, -2.87], [-0.60, -3.20, -1.49], [-1.04, -1.49, -1.60], [-0.82, -2.25, -0.01], [2.02, -4.14, -2.00], [2.99, -5.99, -0.72], [3.11, -5.81, 1.76], [2.40, -3.83, 2.89], [1.95, -2.76, 4.09], [2.25, -1.68, 6.20], [1.99, 0.78, 6.42], [1.35, 2.09, 4.44], [-0.88, 1.73, 3.14], [-1.08, 0.31, 2.10], [-1.06, 1.95, 1.39], [0.95, 3.23, 2.69], [1.20, 3.03, 0.96], [2.47, 2.56, 2.10], [5.62, -1.12, -0.80], [4.27, 0.00, 0.19], [5.27, 1.14, 1.52], [1.50, 1.77, -1.56], [-4.08, 3.14, -1.88], [-4.26, 1.61, -1.98], [-3.94, 1.19, -3.42], [-2.64, 1.62, -3.80], [-2.52, 3.08, -3.66], [-2.77, 3.51, -2.28], [-1.72, 3.08, -1.36], [-1.54, 1.22, -1.27], [-3.37, 0.90, -1.00], [-1.57, 0.91, -3.11], [-4.28, 3.41, -0.84], [-4.83, 3.57, -2.53], [-5.23, 1.38, -1.78], [-4.71, 1.66, -4.05], [-4.04, 0.11, -3.47], [-3.24, 3.56, -4.32], [-1.52, 3.38, -3.95], [-1.93, 3.47, -0.37], [-0.77, 3.50, -1.68], [-3.64, 1.23, 0.00], [-3.58, -0.17, -1.07], [-1.67, -0.16, -3.30], [-0.61, 1.23, -3.52]]
}



Number 5 is which compound?
C2H2Br3F



Copy entry 10 word for word.
{
  "formula": "C14H55B2N3O10PdZr",
  "method": "ωB97M-V/def2-TZVPD",
  "charge": 2,
  "multiplicity": 3,
  "energy_ev": -46440.9713,
  "elements": ["Zr", "Pd", "B", "H", "H", "H", "H", "B", "H", "H", "H", "H", "O", "C", "C", "O", "H", "H", "H", "H", "C", "C", "C", "O", "C", "N", "H", "H", "H", "H", "H", "H", "H", "H", "H", "H", "H", "C", "C", "C", "O", "C", "N", "H", "H", "H", "H", "H", "H", "H", "H", "H", "H", "H", "C", "C", "C", "O", "C", "N", "H", "H", "H", "H", "H", "H", "H", "H", "H", "H", "H", "O", "H", "H", "O", "H", "H", "O", "H", "H", "O", "H", "H", "O", "H", "H"],
  "coordinates": [[2.90, 3.34, 1.18], [3.64, -0.45, 2.87], [4.39, 2.97, -0.56], [4.40, 2.34, 0.32], [4.24, 2.46, -1.50], [3.69, 3.78, -0.44], [5.36, 3.43, -0.64], [4.63, 1.87, 3.46], [4.00, 1.56, 4.28], [4.08, 2.46, 2.74], [5.53, 2.34, 3.80], [4.95, 1.03, 2.86], [2.54, 1.05, 1.39], [1.52, 0.64, 0.46], [0.47, 1.78, 0.02], [1.08, 3.09, -0.14], [1.02, -0.28, 0.75], [2.09, 0.24, -0.37], [-0.36, 1.82, 0.72], [-0.02, 1.29, -0.83], [-0.53, -6.26, 2.30], [0.49, -5.71, 1.18], [0.42, -4.11, 1.05], [-0.07, -3.66, -0.21], [-1.12, -2.74, -0.24], [1.84, -6.16, 1.48], [-0.51, -7.35, 2.22], [-1.57, -5.96, 2.17], [-0.37, -5.97, 3.34], [0.16, -6.09, 0.21], [1.42, -3.68, 1.14], [-0.15, -3.74, 1.90], [-1.87, -3.00, 0.51], [-1.46, -2.52, -1.25], [-0.85, -1.74, 0.09], [2.49, -5.65, 0.90], [1.84, -5.64, 2.34], [-4.33, -0.37, 0.95], [-4.27, 0.25, 2.37], [-3.91, 1.79, 2.26], [-3.74, 2.20, 3.60], [-2.33, 2.53, 3.83], [-5.53, 0.12, 3.05], [-4.36, -1.46, 0.94], [-3.49, -0.15, 0.30], [-5.12, 0.14, 0.39], [-3.49, -0.25, 2.94], [-4.81, 2.28, 1.91], [-3.08, 2.08, 1.61], [-2.23, 2.62, 4.91], [-2.07, 3.44, 3.29], [-1.60, 1.78, 3.51], [-5.44, 0.09, 4.06], [-6.02, 0.98, 2.86], [-0.95, -2.35, -4.21], [-1.07, -0.82, -4.40], [-1.30, 0.03, -3.08], [-2.74, 0.25, -2.88], [-3.54, -0.82, -2.57], [0.13, -0.30, -4.93], [-1.87, -2.93, -4.15], [-0.37, -2.59, -3.32], [-0.39, -2.67, -5.10], [-1.87, -0.61, -5.11], [-0.93, 1.06, -3.01], [-1.00, -0.51, -2.19], [-4.59, -0.54, -2.64], [-3.54, -1.27, -1.57], [-3.34, -1.58, -3.33], [0.28, 0.70, -4.89], [0.87, -0.51, -4.28], [4.65, -0.67, -1.55], [4.61, 0.29, -1.47], [5.58, -0.87, -1.44], [2.23, -0.87, -3.22], [2.83, -0.56, -2.54], [2.46, -1.80, -3.33], [2.39, 5.40, 0.51], [1.64, 5.99, 0.51], [3.03, 5.82, -0.07], [1.79, 4.04, -2.76], [1.65, 3.75, -1.86], [1.54, 4.97, -2.76], [-0.86, 5.37, -0.42], [-1.62, 5.06, 0.07], [-0.19, 4.69, -0.28]]
}